[1]
A cluster of 13 separate species, H26O13 in total at a distorted geometry. Source: the OMol25 dataset; level of theory: the ωB97M-V functional and the def2-TZVPD basis.

Output
HOMO energy (eV): -8.53
HOMO-LUMO gap (eV): 8.115
Energy above the lowest of the compared OMol25 structures with the same formula, charge and spin (kcal per mole): 169.7
DFT total energy (eV): -27034.589

```
! wB97M-V def2-TZVPD RIJCOSX def2/J DEFGRID3
* xyz 0 1
H 2.287 -0.314 -0.903
H 0.970 -0.521 -0.172
H -2.974 -0.940 -0.515
H -1.518 -1.077 -0.928
H 0.348 -0.137 3.681
H -0.939 0.229 4.403
H 2.623 -0.471 3.700
H 2.251 -0.710 2.246
H -0.766 -0.156 -3.904
H 0.228 0.423 -4.898
H -2.767 -2.028 1.095
H -1.379 -1.962 0.479
H 0.203 -3.353 2.211
H 1.593 -2.738 2.192
H -0.826 0.481 -2.280
H 0.223 1.371 -1.635
H -2.258 -0.679 2.915
H -3.161 0.368 3.546
H 0.695 2.634 0.249
H -0.176 3.864 0.447
H -1.865 0.320 0.479
H -1.265 1.716 0.464
H -1.252 2.739 -2.721
H 0.061 2.231 -3.293
H 4.283 -1.004 -4.572
H 3.355 0.130 -4.167
O 1.924 -0.515 -0.033
O -2.412 -1.054 -1.289
O 0.002 0.083 4.554
O 2.579 -1.163 3.031
O -0.010 0.440 -3.964
O -2.132 -2.553 0.595
O 0.931 -3.103 2.791
O -0.462 0.728 -1.422
O -2.945 -0.039 2.699
O 0.566 3.533 -0.073
O -1.703 1.071 -0.103
O -0.299 2.778 -2.586
O 4.213 -0.259 -3.964
*
```

Atom-resolved charges from Mulliken, all expressed in e:
1. H 0.27
2. H 0.34
3. H 0.31
4. H 0.26
5. H 0.32
6. H 0.28
7. H 0.28
8. H 0.28
9. H 0.26
10. H 0.27
11. H 0.32
12. H 0.32
13. H 0.30
14. H 0.33
15. H 0.23
16. H 0.24
17. H 0.31
18. H 0.28
19. H 0.26
20. H 0.31
21. H 0.24
22. H 0.14
23. H 0.31
24. H 0.37
25. H 0.32
26. H 0.30
27. O -0.63
28. O -0.60
29. O -0.58
30. O -0.61
31. O -0.59
32. O -0.60
33. O -0.60
34. O -0.35
35. O -0.60
36. O -0.58
37. O -0.48
38. O -0.62
39. O -0.63

---

[2]
The molecule C5H7NO at a distorted geometry. Source: the OMol25 dataset; level of theory: the ωB97M-V functional and the def2-TZVPD basis.

Output
HOMO energy (spin up / spin down) (eV): -7.23 / -7.38
HOMO-LUMO gap (spin up / spin down) (eV): 7.507 / 6.669
SMILES string: C=C=C/C(O)=C/N
Energy above the lowest of the compared OMol25 structures with the same formula, charge and spin (kcal per mole): 111.9
DFT total energy (eV): -8831.351

```
! wB97M-V def2-TZVPD RIJCOSX def2/J DEFGRID3
* xyz 0 1
C -0.227 -0.399 0.414
N 0.417 -2.725 0.634
C -0.095 -1.648 -0.052
C -0.791 0.671 -0.372
C 0.569 2.777 -1.060
O 0.142 -0.092 1.710
C -0.111 1.735 -0.687
H 0.016 0.865 1.831
H 0.475 -2.525 1.634
H -0.066 -3.598 0.437
H -0.383 -1.899 -1.071
H -1.711 0.458 -0.907
H 0.231 3.384 -1.892
H 1.535 2.996 -0.620
*
```

Atom-resolved charges from Mulliken, all expressed in e:
1. C 0.59
2. N -0.52
3. C -0.28
4. C -0.80
5. C -0.81
6. O -0.52
7. C 0.32
8. H 0.35
9. H 0.26
10. H 0.24
11. H 0.33
12. H 0.33
13. H 0.25
14. H 0.25

---

[3]
A structure of composition Cl4NaO16 at a distorted geometry. Source: the OMol25 dataset; level of theory: the ωB97M-V functional and the def2-TZVPD basis.

Output
HOMO energy (spin up / spin down) (eV): -3.34 / -3.32
<S²>: 0.759
HOMO-LUMO gap (spin up / spin down) (eV): 7.273 / 3.045
DFT total energy (eV): -87234.874

```
! wB97M-V def2-TZVPD RIJCOSX def2/J DEFGRID3
* xyz -2 2
Na 0.123 1.514 -0.025
Cl -3.267 0.656 1.597
O -2.635 1.428 0.672
O -2.764 -0.802 1.590
O -2.898 1.058 2.902
O -4.623 0.794 1.306
Cl -0.893 -1.164 -2.258
O 0.077 -1.698 -3.021
O -0.597 -1.486 -0.866
O -1.007 0.194 -2.426
O -2.228 -1.542 -2.798
Cl 1.163 -0.644 2.912
O 0.779 0.555 2.189
O 0.064 -1.020 3.780
O 1.157 -1.610 2.006
O 2.331 -0.537 3.627
Cl 3.065 0.831 -2.225
O 3.837 1.875 -1.701
O 3.359 -0.508 -1.884
O 1.819 1.133 -1.643
O 3.139 0.972 -3.732
*
```

Atom-resolved charges from Mulliken, all expressed in e:
1. Na 0.98
2. Cl 1.67
3. O -0.59
4. O -0.57
5. O -0.61
6. O -0.66
7. Cl 1.74
8. O -0.52
9. O -0.44
10. O -0.49
11. O -0.47
12. Cl 1.67
13. O -0.70
14. O -0.70
15. O -0.61
16. O -0.65
17. Cl 1.66
18. O -0.67
19. O -0.62
20. O -0.73
21. O -0.69

---

[4]
A structure of composition C13H22CoN2O5PS2 at a distorted geometry. Source: the OMol25 dataset; level of theory: the ωB97M-V functional and the def2-TZVPD basis.

Output
HOMO energy (spin up / spin down) (eV): -4.14 / -4.22
<S²>: 0.763
HOMO-LUMO gap (spin up / spin down) (eV): 7.018 / 7.096
Energy above the lowest of the compared OMol25 structures with the same formula, charge and spin (kcal per mole): 14.7
DFT total energy (eV): -95643.506

```
! wB97M-V def2-TZVPD RIJCOSX def2/J DEFGRID3
* xyz -1 2
Co -0.478 -0.971 -1.421
C 4.320 -1.278 2.235
C 3.117 -2.145 1.918
O 1.883 -1.408 1.950
P 1.442 -0.459 0.739
S 1.775 -0.594 -1.232
S -0.503 -0.146 0.997
O 2.344 0.852 1.087
C 1.794 2.155 1.255
C 1.719 2.507 2.727
H 5.212 -1.900 2.329
H 4.160 -0.739 3.170
H 4.482 -0.541 1.449
H 2.999 -2.934 2.660
H 3.231 -2.621 0.941
H 0.802 2.194 0.801
H 2.453 2.838 0.715
H 1.113 1.763 3.245
H 1.260 3.489 2.860
H 2.715 2.517 3.172
O -2.420 -1.071 -1.864
N -2.958 0.069 -1.982
N -2.112 1.024 -2.078
O -0.809 0.814 -2.076
C -2.571 2.368 -2.120
C -3.930 2.662 -2.188
C -4.332 3.986 -2.205
C -3.396 5.013 -2.167
C -2.046 4.702 -2.127
C -1.624 3.380 -2.106
H -4.646 1.855 -2.219
H -5.389 4.218 -2.252
H -3.719 6.046 -2.165
H -1.308 5.494 -2.114
H -0.579 3.112 -2.070
C 0.863 -4.574 -0.071
C -0.306 -3.587 0.005
C -1.635 -4.333 0.155
O -0.316 -2.792 -1.119
H 0.959 -5.157 0.852
H 1.790 -4.026 -0.248
H 0.710 -5.263 -0.907
H -0.172 -2.979 0.916
H -1.765 -5.025 -0.682
H -2.454 -3.614 0.142
H -1.674 -4.901 1.092
*
```

Atom-resolved charges from Mulliken, all expressed in e:
1. Co 0.26
2. C -1.12
3. C -0.15
4. O -0.37
5. P 0.97
6. S -0.43
7. S -0.51
8. O -0.33
9. C -0.23
10. C -1.09
11. H 0.42
12. H 0.28
13. H 0.25
14. H 0.34
15. H 0.17
16. H 0.21
17. H 0.31
18. H 0.24
19. H 0.41
20. H 0.27
21. O -0.54
22. N -0.20
23. N 0.98
24. O -0.69
25. C 0.22
26. C -0.34
27. C -0.44
28. C -0.46
29. C -0.48
30. C -0.35
31. H 0.45
32. H 0.35
33. H 0.37
34. H 0.34
35. H 0.42
36. C -1.43
37. C 1.05
38. C -1.56
39. O -0.60
40. H 0.33
41. H 0.20
42. H 0.41
43. H 0.01
44. H 0.35
45. H 0.33
46. H 0.36

---

[5]
A structure of composition C4H5N3O at a distorted geometry. Source: the OMol25 dataset; level of theory: the ωB97M-V functional and the def2-TZVPD basis.

Output
HOMO energy (eV): -8.91
HOMO-LUMO gap (eV): 8.804
Energy above the lowest of the compared OMol25 structures with the same formula, charge and spin (kcal per mole): 145.1
DFT total energy (eV): -10741.322

```
! wB97M-V def2-TZVPD RIJCOSX def2/J DEFGRID3
* xyz 0 1
C -1.479 1.032 0.998
C 0.489 -0.371 -1.714
C 0.909 -1.371 0.265
C 0.407 -0.265 0.958
H -2.267 1.467 0.164
H 0.385 1.309 -1.074
H 1.031 0.039 -2.887
H 1.589 -2.125 0.904
H 0.467 -0.225 2.068
N -0.537 0.555 0.342
N -0.304 0.684 -0.957
N 1.109 -1.373 -1.222
O -1.798 0.646 2.155
*
```

Atom-resolved charges from Mulliken, all expressed in e:
1. C 0.23
2. C 0.07
3. C -0.22
4. C -0.34
5. H 0.23
6. H 0.25
7. H 0.27
8. H 0.26
9. H 0.34
10. N 0.57
11. N -0.68
12. N -0.37
13. O -0.61

---

[6]
A cluster of 2 separate species, C9H17NO4S in total at a distorted geometry. Source: the OMol25 dataset; level of theory: the ωB97M-V functional and the def2-TZVPD basis.

Output
HOMO energy (spin up / spin down) (eV): -5.48 / -8.27
<S²>: 2.008
HOMO-LUMO gap (spin up / spin down) (eV): 5.828 / 7.839
Energy above the lowest of the compared OMol25 structures with the same formula, charge and spin (kcal per mole): 0.0
DFT total energy (eV): -30118.225

```
! wB97M-V def2-TZVPD RIJCOSX def2/J DEFGRID3
* xyz 0 3
C 2.144 0.640 -0.865
C 3.226 -0.691 0.682
C 2.352 2.005 -1.294
C -1.663 -0.877 1.509
C -3.174 -1.313 -0.373
C -2.454 0.888 0.034
C 1.761 -0.604 1.140
C -0.812 -0.770 -0.724
C 1.133 0.413 0.346
N -1.992 -0.531 0.160
O 4.103 -1.294 1.220
O 1.709 -0.087 -1.950
O 3.408 0.051 -0.436
O 0.488 1.563 0.930
S -0.241 -2.283 -0.757
H 3.098 1.969 -2.169
H 2.799 2.771 -0.621
H 1.337 2.241 -1.656
H -0.858 -0.182 1.789
H -2.500 -0.662 2.115
H -1.287 -1.806 1.654
H -3.281 -2.251 0.068
H -4.040 -0.751 -0.312
H -2.801 -1.405 -1.395
H -3.240 1.170 0.716
H -1.528 1.447 0.264
H -2.760 1.260 -0.880
H 1.715 -0.458 2.169
H 1.333 -1.663 1.026
H -0.681 -0.028 -1.445
H 1.118 2.233 0.820
H 1.586 -0.997 -1.763
*
```

Atom-resolved charges from Mulliken, all expressed in e:
1. C 1.38
2. C 0.24
3. C -1.78
4. C -1.10
5. C -1.01
6. C -0.94
7. C -0.50
8. C -1.02
9. C 0.08
10. N 0.32
11. O -0.58
12. O -0.56
13. O -0.42
14. O -0.50
15. S -0.28
16. H 0.37
17. H 0.36
18. H 0.39
19. H 0.30
20. H 0.51
21. H 0.45
22. H 0.33
23. H 0.36
24. H 0.41
25. H 0.40
26. H 0.29
27. H 0.46
28. H 0.52
29. H 0.09
30. H 0.74
31. H 0.38
32. H 0.32